Molecular formula: C7H16BNO7S
Method: DFT, ωB97M-V/def2-TZVPD

Each line ends with the Löwdin charge.
Geometry (Å):
1 C -0.81762 2.48649 -1.22808  -0.095
2 N -1.51858 1.20809 -1.54977  -0.152
3 C -1.64602 0.97066 -3.01657  -0.099
4 B -0.88550 0.02898 -0.84266  -0.430
5 O 0.26470 -0.59260 -1.46125  0.089
6 C -1.55324 -0.41097 0.58073  -0.373
7 O -2.13904 0.80044 1.15124  0.018
8 C -0.54061 -1.07790 1.62811  -0.097
9 C 0.76386 -0.19760 1.96187  -0.179
10 C 2.11602 -1.09691 1.78647  -0.201
11 S 3.37876 -0.33181 0.66767  0.726
12 O 4.74122 -0.75444 1.19994  -0.357
13 O 3.24264 -0.90363 -0.71438  -0.312
14 O 3.24406 1.33579 0.74780  -0.195
15 O -2.66831 -1.32623 0.24704  0.012
16 C -2.18867 -2.40374 -0.57252  -0.219
17 O -2.65948 -2.65496 -1.71586  0.057
18 H -0.41950 2.47539 -0.14004  0.090
19 H -1.58888 3.35097 -1.24206  0.105
20 H 0.02740 2.65710 -1.98133  0.099
21 H -2.08130 1.92800 -3.49305  0.099
22 H -2.44574 0.15350 -3.19219  0.109
23 H -0.66579 0.74753 -3.55998  0.093
24 H 1.01094 0.05936 -1.44963  0.105
25 H -1.68390 0.99275 1.99947  0.106
26 H -0.24865 -2.16183 1.35113  0.118
27 H -1.12796 -1.18465 2.62226  0.141
28 H 0.73294 0.05555 3.09109  0.123
29 H 0.82426 0.80483 1.42020  0.104
30 H 2.60938 -1.23114 2.82332  0.121
31 H 1.90894 -2.14568 1.39253  0.119
32 H 3.36876 1.54410 1.71055  0.106
33 H -1.35512 -3.12545 -0.22204  0.167

Cartesian forces (eV/Å) of the 3 atoms listed first:
-0.62 0.50 0.56
1.23 -1.15 0.17
-0.98 0.68 -0.68

Its largest force on an atom is 6.68 eV/Å. The calculated total energy comes out at -34849.7240 eV. The lowest unoccupied orbital energy is -0.308 eV. The calculation puts the relative energy (zero: lowest compared OMol25 entry of this formula, charge and spin) at 0.0 kcal per mole.

Molecular formula: C4H12OS
Method: DFT, ωB97M-V/def2-TZVPD

Each line ends with the Löwdin charge.
Geometry (Å):
1 C -2.13430 0.02621 -1.32241  -0.108
2 C -0.65805 -0.01458 -0.93802  -0.333
3 C -0.20280 1.22490 -0.17249  -0.522
4 S 1.34993 0.97630 0.71926  0.820
5 C 0.75103 0.00850 2.11060  -0.404
6 H -2.51345 -0.97097 -1.53943  0.071
7 H -2.69670 0.42924 -0.47059  0.072
8 H -2.32671 0.70906 -2.14776  0.073
9 H -0.00520 -0.08653 -1.80565  0.102
10 H -0.45823 -0.94592 -0.40456  0.094
11 H -0.97813 1.55072 0.53608  0.075
12 H -0.09676 2.08967 -0.83368  0.079
13 H 1.16308 0.31084 3.07352  0.034
14 H -0.33609 0.05728 2.19905  0.042
15 H 1.03812 -1.03484 1.98602  0.028
16 O 3.02028 -1.66542 -0.35026  -0.091
17 H 2.15475 -1.86588 -0.71363  0.015
18 H 2.92922 -0.79859 0.07396  -0.045

Cartesian forces (eV/Å) of the 3 atoms listed first:
0.07 0.36 0.44
0.18 -0.05 -0.36
-0.52 -0.05 0.24

Its largest force on an atom is 0.84 eV/Å. The calculated total energy comes out at -17225.2475 eV. The lowest unoccupied orbital energy is 0.889 eV. The calculation puts the relative energy (zero: lowest compared OMol25 entry of this formula, charge and spin) at 6.8 kcal per mole.

Molecular formula: C22H51Cl4N4O8P
Method: DFT, ωB97M-V/def2-TZVPD

Each line ends with the Löwdin charge.
Geometry (Å):
1 C 6.76128 -0.38941 -2.91015  -0.077
2 C 5.30062 -0.49744 -2.58035  -0.259
3 O 4.94269 0.58723 -1.69681  -0.187
4 P 3.42000 0.74825 -1.26333  0.343
5 O 2.43875 0.46401 -2.30730  -0.211
6 O 3.40697 2.20548 -0.66259  -0.205
7 C 3.56265 3.36282 -1.51556  -0.234
8 C 2.20268 3.94513 -1.85000  -0.085
9 O 3.24972 -0.14808 0.02089  -0.201
10 C 4.32398 -0.30769 0.97862  -0.243
11 C 3.71700 -0.40542 2.36302  -0.084
12 H 7.40108 -0.55952 -2.04247  0.078
13 H 7.01144 -1.11583 -3.68609  0.082
14 H 7.05188 0.59012 -3.29539  0.081
15 H 4.68850 -0.41701 -3.47773  0.119
16 H 5.11224 -1.45745 -2.09392  0.120
17 H 4.12929 4.08278 -0.92630  0.112
18 H 4.14247 3.11409 -2.40464  0.117
19 H 1.48937 3.15964 -2.11213  0.059
20 H 1.79710 4.48423 -0.99291  0.056
21 H 2.18618 4.61613 -2.70965  0.082
22 H 4.89402 -1.20264 0.72561  0.120
23 H 5.01348 0.53802 0.91238  0.113
24 H 3.08259 0.44330 2.59767  0.027
25 H 3.11435 -1.31451 2.40612  0.058
26 H 4.49189 -0.48845 3.12698  0.087
27 C -3.77450 -5.60920 -1.92547  -0.044
28 N -4.92388 -4.77719 -1.57050  -0.189
29 C -6.24450 -5.24947 -1.92043  -0.049
30 C -4.74027 -3.60967 -0.93310  -0.335
31 O -5.62498 -2.92025 -0.44490  -0.013
32 H -3.01668 -5.03838 -2.47007  0.079
33 H -4.09080 -6.40951 -2.58765  0.085
34 H -3.28447 -6.02092 -1.04189  0.084
35 H -6.97475 -4.50149 -1.62483  0.082
36 H -6.28571 -5.37900 -3.00630  0.092
37 H -6.50564 -6.20339 -1.45925  0.089
38 H -3.68604 -3.29154 -0.93842  0.094
39 C -5.86198 -0.68279 2.24881  -0.057
40 N -5.33972 0.43622 1.50620  -0.193
41 C -4.79446 1.55197 2.25052  -0.050
42 C -5.40448 0.46576 0.15420  -0.324
43 O -5.08521 1.41571 -0.53264  -0.004
44 H -6.28034 -1.41399 1.56418  0.072
45 H -6.60581 -0.33631 2.97363  0.089
46 H -5.06950 -1.15067 2.84365  0.090
47 H -4.16010 2.15077 1.60525  0.073
48 H -5.60710 2.16787 2.65329  0.094
49 H -4.22152 1.19914 3.11064  0.088
50 H -5.79287 -0.48629 -0.23910  0.120
51 C 3.17944 3.42064 2.04863  -0.049
52 N 2.59719 3.75091 3.33627  -0.188
53 C 1.61155 2.87210 3.89644  -0.062
54 C 2.99227 4.84541 4.03366  -0.342
55 O 2.55265 5.20826 5.10588  0.013
56 H 2.37215 3.08800 1.39894  0.079
57 H 3.86977 2.57434 2.13218  0.081
58 H 3.72359 4.27274 1.65161  0.086
59 H 0.81650 2.61033 3.19280  0.067
60 H 2.02368 1.91414 4.23395  0.082
61 H 1.17074 3.37266 4.75496  0.087
62 H 3.77624 5.40722 3.49400  0.132
63 C 0.98964 -3.96660 1.07198  -0.066
64 N 0.75160 -3.83888 -0.35385  -0.200
65 C 1.68199 -3.04919 -1.11421  -0.045
66 C -0.21915 -4.54580 -0.96392  -0.376
67 O -0.45131 -4.55234 -2.16062  0.002
68 H 0.95665 -2.98624 1.54926  0.046
69 H 1.96164 -4.43992 1.24104  0.091
70 H 0.23552 -4.59676 1.53998  0.084
71 H 1.16035 -2.39645 -1.81256  0.097
72 H 2.27444 -2.41788 -0.44801  0.068
73 H 2.41368 -3.66153 -1.65228  0.098
74 H -0.84143 -5.11053 -0.24719  0.127
75 Cl -1.87385 -1.70317 0.45562  0.612
76 C -1.47092 0.03166 0.40342  -0.631
77 C -0.04271 0.30274 0.79635  -0.600
78 Cl 0.29944 -0.27588 2.46188  0.593
79 H -2.16535 0.49888 1.10033  0.053
80 H -1.69208 0.37386 -0.60247  0.031
81 H 0.21398 1.36066 0.77732  0.072
82 H 0.65035 -0.18839 0.11298  0.052
83 Cl -1.13926 5.31292 -1.61750  0.522
84 C -2.71545 4.65652 -2.21805  -0.623
85 C -2.85444 3.22251 -1.81791  -0.668
86 Cl -1.63796 2.22398 -2.65060  0.580
87 H -2.69324 4.79063 -3.29730  0.065
88 H -3.46793 5.33430 -1.82561  0.072
89 H -3.83653 2.83592 -2.08126  0.061
90 H -2.73038 3.10304 -0.74595  0.058

Cartesian forces (eV/Å) of the 3 atoms listed first:
0.61 0.17 -0.13
0.06 0.17 -0.15
0.00 -0.06 0.02

Its largest force on an atom is 0.98 eV/Å. The calculated total energy comes out at -105364.2543 eV. The lowest unoccupied orbital energy is 0.457 eV. The calculation puts the relative energy (zero: lowest compared OMol25 entry of this formula, charge and spin) at 0.0 kcal per mole.

Molecular formula: C5H6O
Method: DFT, ωB97M-V/def2-TZVPD

Each line ends with the Löwdin charge.
Geometry (Å):
1 C -3.00711 0.35544 0.40821  0.147
2 C -1.83664 0.57128 0.22162  -0.037
3 C -0.39940 0.76608 0.02268  -0.434
4 O 0.10022 1.86850 0.08635  0.102
5 C 0.38539 -0.49707 -0.27131  -0.190
6 C 1.88342 -0.32411 -0.06434  -0.101
7 H -4.04606 0.17435 0.57848  0.036
8 H -0.02187 -1.30938 0.34250  0.118
9 H 0.15630 -0.76964 -1.31212  0.128
10 H 2.42204 -1.22215 -0.38274  0.073
11 H 2.10871 -0.15383 0.99228  0.080
12 H 2.25499 0.54052 -0.62163  0.077

Cartesian forces (eV/Å) of the 3 atoms listed first:
0.47 0.08 -0.08
-0.59 -0.10 0.09
0.22 0.28 0.00

Its largest force on an atom is 0.61 eV/Å. The calculated total energy comes out at -7327.5880 eV. The lowest unoccupied orbital energy is 0.390 eV. The calculation puts the relative energy (zero: lowest compared OMol25 entry of this formula, charge and spin) at 39.1 kcal per mole.

Molecular formula: C23H38Br24NO3P
Method: DFT, ωB97M-V/def2-TZVPD

Each line ends with the Löwdin charge.
Geometry (Å):
1 C 4.29359 1.96428 -4.78721  -0.077
2 C 3.91553 1.93062 -3.29881  -0.260
3 N 2.48864 2.11024 -3.07849  0.020
4 C 1.89457 1.26713 -2.06308  -0.444
5 C 2.58300 1.44260 -0.68361  -0.153
6 C 2.74870 2.92577 -0.31366  -0.083
7 O 0.51166 1.63071 -1.85355  0.046
8 C -0.20937 0.50683 -1.54532  -0.477
9 O -1.38542 0.55531 -1.33541  0.097
10 C 0.76229 -0.65827 -1.47731  -0.328
11 P 0.02452 -2.35339 -1.43688  0.981
12 C 1.51016 -3.41223 -1.25279  -0.280
13 C -0.61494 -2.33726 0.28999  -0.393
14 C 0.41847 -2.01424 1.39542  -0.157
15 C 1.74019 -0.20364 -2.55417  -0.184
16 C 1.16869 -0.11878 -4.00172  -0.137
17 C 0.27933 -1.24860 -4.53340  -0.212
18 C 1.02279 -2.54049 -4.89301  -0.198
19 C 0.35663 -3.27788 -6.06004  -0.260
20 O 0.64913 -4.67783 -6.05996  -0.075
21 H 3.54217 1.45502 -5.38777  0.060
22 H 5.23106 1.42095 -4.92350  0.071
23 H 4.40253 2.98041 -5.15860  0.061
24 H 4.48093 2.72580 -2.80296  0.100
25 H 4.25077 0.97675 -2.89310  0.111
26 H 2.24660 3.07546 -2.92199  0.030
27 H 1.93085 1.02149 0.08170  0.047
28 H 3.53460 0.91638 -0.60625  0.122
29 H 2.84448 3.04738 0.76150  0.073
30 H 1.87010 3.48136 -0.65057  0.042
31 H 3.60566 3.36016 -0.82494  0.058
32 H 1.17996 -0.54138 -0.47456  0.084
33 H 2.16816 -3.33464 -2.11505  0.024
34 H 1.13846 -4.43607 -1.20984  0.041
35 H 2.10672 -3.23088 -0.35769  0.032
36 H -1.02195 -3.33575 0.44817  0.068
37 H -1.42927 -1.61627 0.30896  0.063
38 H 1.42065 -1.83781 1.00437  0.043
39 H 0.49319 -2.81685 2.12949  0.072
40 H 0.13821 -1.10503 1.92879  -0.001
41 H 2.69284 -0.72686 -2.62721  0.145
42 H 2.03844 -0.08156 -4.65975  0.100
43 H 0.64429 0.82007 -4.15071  0.118
44 H -0.15337 -0.86385 -5.46465  0.116
45 H -0.56486 -1.45653 -3.87919  0.072
46 H 2.04489 -2.27960 -5.17971  0.115
47 H 1.00961 -3.22757 -4.04762  0.078
48 H 0.70594 -2.85928 -7.00646  0.115
49 H -0.72190 -3.17083 -5.96559  0.118
50 H 1.53716 -4.77295 -5.70975  0.071
51 C -2.51790 -2.38537 6.38198  -1.637
52 Br -1.71231 -4.12500 6.58570  0.589
53 Br -1.22676 -0.97995 6.61624  0.577
54 Br -3.44484 -2.22293 4.70812  0.552
55 H -3.24906 -2.28454 7.16966  -0.029
56 C 1.03107 6.27639 -2.84820  -1.604
57 Br 0.85439 6.38727 -0.94116  0.545
58 Br 2.79782 5.69023 -3.33778  0.621
59 Br -0.30933 5.12718 -3.60832  0.604
60 H 0.88779 7.26514 -3.25820  -0.028
61 C -6.92206 0.22394 3.17479  -1.635
62 Br -5.48950 -0.55244 2.15086  0.538
63 Br -6.89439 -0.34033 5.01305  0.569
64 Br -6.92469 2.13666 3.01722  0.557
65 H -7.84687 -0.13192 2.74698  -0.094
66 C -1.31090 2.77955 1.03796  -1.603
67 Br -3.11932 2.13465 1.04803  0.595
68 Br -1.23140 4.59032 1.69008  0.545
69 Br -0.08433 1.64087 1.98962  0.680
70 H -0.97029 2.78608 0.01068  -0.047
71 C -10.49960 1.80497 0.47094  -1.635
72 Br -10.52756 0.37214 1.75905  0.595
73 Br -11.05034 3.46794 1.26065  0.577
74 Br -8.79220 1.96512 -0.39510  0.571
75 H -11.22330 1.55388 -0.28936  -0.032
76 C 1.29010 -4.92869 9.15225  -1.653
77 Br 1.53144 -3.31911 10.17182  0.576
78 Br 2.88429 -5.40323 8.18597  0.567
79 Br 0.65966 -6.37899 10.24504  0.575
80 H 0.53123 -4.73067 8.41218  -0.099
81 C 4.17702 -7.84189 5.41713  -1.671
82 Br 5.43732 -9.06830 4.64107  0.577
83 Br 4.22573 -6.12885 4.54177  0.551
84 Br 2.39824 -8.56957 5.43930  0.563
85 H 4.47178 -7.68637 6.44433  -0.049
86 C -0.98260 9.27285 1.27153  -1.628
87 Br 0.24572 8.12639 2.21365  0.543
88 Br -0.23531 9.90968 -0.38233  0.557
89 Br -2.67678 8.41037 0.99371  0.575
90 H -1.15534 10.13479 1.89749  -0.031

Cartesian forces (eV/Å) of the 3 atoms listed first:
-0.02 -0.35 0.22
0.10 0.28 -0.51
-0.80 -0.18 -0.04

Its largest force on an atom is 1.18 eV/Å. The calculated total energy comes out at -1722405.9362 eV. The lowest unoccupied orbital energy is -0.174 eV. The calculation puts the relative energy (zero: lowest compared OMol25 entry of this formula, charge and spin) at 0.0 kcal per mole.